The following is a DFT calculation (ωB97M-V with the def2-TZVPD basis set) of a single C2H4N2O3S molecule at a distorted geometry.

Geometry as XYZ:
```
12
Properties=species:S:1:pos:R:3:forces:R:3:nbo_charge:R:1
C 1.9861 -0.1763 -0.2313 -1.85 -0.31 -2.41 -0.70
C 0.4990 -0.4523 -0.4190 0.66 -0.32 -0.72 0.69
O -0.1461 -0.7761 -1.3838 1.04 0.07 -0.65 -0.56
N -0.1680 -0.2565 0.7447 -1.16 -0.76 1.73 -0.79
S -1.7389 -0.7644 0.8309 -0.49 -0.56 0.39 0.55
N -2.4640 0.6472 -0.0170 0.86 0.67 0.15 0.42
O -1.6327 1.5003 -0.1889 -0.80 0.94 -0.63 -0.37
O -3.6247 0.6539 -0.3342 0.17 -0.40 0.24 -0.35
H 2.5367 -0.3970 -1.1117 0.36 -0.29 -0.82 0.24
H 2.3576 -0.7200 0.5535 0.90 -1.33 2.05 0.22
H 2.0731 0.8434 -0.0499 0.30 1.94 0.50 0.24
H 0.3217 -0.1021 1.6067 0.02 0.35 0.16 0.41
```
Positions in Å, forces in eV/Å.

Summary:
Maximum force ... 3.06 eV/A
Total energy ... -22093.4010 eV
HOMO level ... -10.25 eV
Multiplicity ... 1
SMILES string ... CC(=O)NS[N+](=O)[O-]

---

The following is a DFT calculation (ωB97M-V with the def2-TZVPD basis set) of a single C24H28N4O4 molecule at a distorted geometry.

Geometry as XYZ:
```
60
Properties=species:S:1:pos:R:3:forces:R:3:nbo_charge:R:1
C -3.8805 -2.2700 0.3687 0.13 0.29 0.13 -0.61
C -3.7504 -0.7800 0.6925 -0.02 -0.57 0.29 -0.03
C -4.9469 -0.2802 1.5161 0.23 0.28 0.03 -0.41
C -5.0896 1.2303 1.3566 -0.17 -0.11 0.02 -0.40
C -5.4808 1.5675 -0.0872 0.13 -0.07 0.02 -0.41
C -4.8874 0.5281 -1.0495 -0.21 0.28 -0.26 -0.23
N -3.6436 0.0101 -0.5227 -0.13 0.14 0.00 -0.44
C -2.4836 0.3047 -1.1420 0.23 -0.16 0.11 0.68
O -2.4196 0.9555 -2.1689 0.10 0.20 -0.31 -0.62
C -1.2299 -0.2140 -0.4976 0.28 0.08 0.01 -0.18
C -0.6030 0.5038 0.5256 -0.12 -0.23 -0.19 -0.13
C 0.6333 0.1365 0.9964 0.05 -0.10 0.05 -0.29
C 1.3379 -0.9532 0.4520 -0.36 -0.28 -0.20 0.33
N 2.6536 -1.1877 0.7216 0.09 -0.01 0.12 -0.44
C 3.3386 -0.6762 1.8849 0.15 0.22 0.29 -0.21
C 4.3298 0.4636 1.5821 -0.06 0.00 -0.16 -0.23
C 5.2914 0.0279 0.4814 -0.03 0.04 0.02 -0.41
C 4.4300 -0.3567 -0.7119 0.06 -0.24 0.12 -0.27
C 3.5647 -1.5815 -0.3263 0.18 0.02 -0.31 -0.19
C 3.4527 0.7215 -1.1128 0.05 -0.30 -0.85 0.28
C 2.8691 0.6805 -2.3475 0.32 -0.06 0.24 -0.32
C 1.8106 1.5567 -2.6513 -0.11 0.20 0.28 -0.13
C 1.3708 2.4370 -1.7189 -0.11 -0.02 -0.28 -0.31
C 1.9811 2.5290 -0.4266 0.11 -0.07 -0.11 0.61
O 1.6581 3.3038 0.4620 -0.18 0.30 0.20 -0.66
N 3.0346 1.6243 -0.1931 -0.13 0.16 -0.03 -0.41
C 3.6599 1.7465 1.1128 0.14 0.10 0.67 -0.23
C 0.6121 -1.7722 -0.4488 -0.52 1.26 0.36 -0.10
N 1.0193 -3.0982 -0.7726 0.29 -0.94 -0.07 0.52
O 1.8371 -3.6486 -0.0507 -0.06 -0.11 -0.07 -0.39
O 0.4825 -3.6491 -1.7180 0.02 -0.07 -0.16 -0.39
C -0.6239 -1.3618 -0.9545 0.05 -0.01 0.02 -0.09
H -4.0123 -2.8374 1.2864 -0.03 -0.13 0.10 0.21
H -2.9894 -2.6306 -0.1379 0.08 -0.08 -0.04 0.22
H -4.7389 -2.4466 -0.2749 -0.13 -0.02 -0.07 0.21
H -2.8337 -0.6276 1.2733 -0.22 0.01 -0.04 0.21
H -5.8643 -0.7684 1.1831 -0.06 -0.10 0.01 0.20
H -4.7921 -0.5433 2.5631 -0.03 -0.10 -0.02 0.22
H -5.8373 1.6172 2.0495 0.07 0.06 0.05 0.21
H -4.1349 1.7006 1.6015 0.01 0.05 0.06 0.20
H -6.5661 1.5696 -0.1957 -0.04 0.04 -0.02 0.20
H -5.1171 2.5630 -0.3415 -0.05 0.03 -0.06 0.21
H -4.6715 0.9707 -2.0227 -0.10 -0.15 0.10 0.25
H -5.5829 -0.3045 -1.1909 0.02 0.02 -0.03 0.19
H -1.0747 1.3890 0.9253 -0.03 0.13 0.07 0.23
H 1.0858 0.7477 1.7587 0.15 0.13 0.00 0.23
H 2.6121 -0.3629 2.6337 0.03 -0.06 0.01 0.22
H 3.9120 -1.5118 2.3078 -0.04 0.06 0.08 0.20
H 4.8730 0.6853 2.5055 -0.05 0.02 -0.05 0.23
H 5.8903 -0.8281 0.7970 0.04 -0.03 -0.03 0.21
H 5.9713 0.8427 0.2255 0.05 0.01 0.04 0.22
H 5.0482 -0.6243 -1.5723 -0.08 0.05 0.01 0.24
H 3.0235 -1.9012 -1.2132 0.06 -0.01 0.13 0.22
H 4.1906 -2.4104 0.0174 0.02 -0.02 -0.06 0.21
H 3.2062 -0.0399 -3.0748 0.09 -0.13 -0.01 0.22
H 1.3399 1.5035 -3.6207 -0.10 0.03 -0.09 0.23
H 0.5427 3.1007 -1.9059 -0.08 0.07 0.00 0.24
H 2.8836 2.0858 1.8053 0.17 -0.05 -0.12 0.25
H 4.4067 2.5492 1.0629 -0.12 -0.04 0.07 0.21
H -1.0985 -1.9858 -1.6974 -0.02 -0.01 -0.02 0.25
```
Positions in Å, forces in eV/Å.

Summary:
Maximum force ... 1.41 eV/A
Total energy ... -39491.4338 eV
HOMO level ... -8.03 eV
Multiplicity ... 1
SMILES string ... C[C@@H]1CCCCN1C(=O)c1ccc(N2C[C@H]3C[C@@H](C2)c2cccc(=O)n2C3)c([N+](=O)[O-])c1

---

The following is a DFT calculation (ωB97M-V with the def2-TZVPD basis set) of 12 unconnected molecules or ions with the total composition C21H57N21O9 at a distorted geometry.

Geometry as XYZ:
```
108
Properties=species:S:1:pos:R:3:forces:R:3:lowdin_charge:R:1
N 6.4743 2.0530 2.6409 0.43 0.28 0.09 0.15
C 5.3186 2.1282 1.9277 -0.05 -0.02 -0.82 -0.68
N 4.3840 1.2210 2.3152 -0.23 0.13 0.01 0.17
O 5.1520 2.9054 0.9885 -0.03 -0.13 0.61 0.00
H 6.5768 1.4044 3.3961 0.04 0.06 0.13 0.09
H 7.1469 2.7907 2.5403 0.00 -0.08 -0.10 0.10
H 4.6341 0.4542 2.9101 -0.18 -0.15 0.01 0.09
H 3.5415 1.1753 1.7717 -0.27 -0.23 -0.08 0.06
N -0.6772 1.8120 3.4479 0.24 -0.77 -0.36 0.20
C 0.1359 1.1314 4.2644 1.87 0.57 1.03 -0.62
N -0.0071 1.4734 5.5815 -0.02 -0.46 -0.47 0.17
O 1.0648 0.3805 3.8725 -1.53 0.45 0.43 -0.04
H -1.3140 2.4948 3.8092 -0.24 0.04 -0.43 0.12
H -0.5231 1.6203 2.4739 -0.48 0.60 -0.24 0.09
H 0.5462 1.0185 6.2820 0.01 0.04 -0.01 0.11
H -0.6583 2.1943 5.8220 -0.02 -0.05 0.37 0.10
N -0.9016 -3.7776 0.6946 -0.23 -0.12 -0.52 0.18
C -1.8964 -3.5434 1.5981 0.48 0.38 -0.67 -0.63
N -1.6351 -4.0463 2.8191 -0.60 -0.06 0.65 0.19
O -2.8740 -2.8286 1.3135 0.67 -0.41 0.37 -0.04
H -0.2469 -4.5265 0.8361 0.10 0.04 0.16 0.11
H -1.0622 -3.4972 -0.2700 -0.19 0.08 -0.02 0.06
H -2.1667 -3.7361 3.6143 -0.18 -0.14 -0.15 0.12
H -0.9965 -4.8086 2.9400 0.23 0.12 0.10 0.11
N -5.1334 -1.5829 2.4987 -0.08 -1.23 -0.21 0.14
C -5.2513 -0.2953 2.0492 -0.98 0.43 1.68 -0.70
N -4.1943 0.1596 1.3560 0.30 0.26 -0.61 0.17
O -6.1848 0.4184 2.4268 0.56 -0.34 -0.58 0.00
H -4.5213 -2.2770 2.0624 -0.16 0.71 0.28 0.05
H -5.9393 -1.9483 2.9763 -0.11 0.19 -0.12 0.09
H -4.1387 1.1500 1.1868 -0.01 -0.04 -0.19 0.04
H -3.5468 -0.4906 0.9564 0.31 0.04 0.00 0.07
N -3.8138 -2.9705 -1.4249 0.00 0.08 0.67 0.18
C -2.7569 -2.7650 -2.2450 0.03 -0.74 -0.14 -0.61
N -2.9943 -2.9573 -3.5575 0.03 0.06 0.05 0.19
O -1.6191 -2.4623 -1.8211 -0.53 0.09 0.02 -0.07
H -3.6528 -3.0202 -0.4242 0.20 0.26 -0.08 0.06
H -4.6888 -3.3383 -1.7486 0.05 0.05 -0.27 0.11
H -3.8316 -3.4375 -3.8320 -0.05 0.07 -0.09 0.11
H -2.2027 -3.0183 -4.1912 0.05 0.06 -0.34 0.06
N -0.1794 -1.2713 -4.1689 -0.35 -0.77 0.24 0.19
C -0.4204 -1.7500 -5.4146 -0.32 0.44 -0.22 -0.65
N 0.0311 -0.9368 -6.4088 0.25 -0.04 -0.12 0.15
O -1.0490 -2.7827 -5.6719 0.32 0.17 0.53 -0.01
H -0.5507 -1.7949 -3.3858 0.09 0.04 0.09 0.05
H 0.3770 -0.4615 -3.9602 0.09 0.27 -0.17 0.06
H 0.4192 -0.0422 -6.1811 0.05 0.06 -0.19 0.09
H -0.0933 -1.2222 -7.3615 -0.03 0.05 0.02 0.10
N 3.1437 1.9920 -3.9951 -0.08 0.23 -0.72 0.16
C 2.4093 1.5032 -2.9713 -0.07 -0.62 1.30 -0.64
N 3.1460 1.2156 -1.8628 -0.06 0.06 -0.41 0.18
O 1.1847 1.3149 -3.0244 0.34 0.05 -0.44 -0.03
H 2.7178 2.0611 -4.9024 -0.01 0.01 0.08 0.10
H 4.1438 1.9586 -3.9461 0.08 0.07 -0.10 0.10
H 2.7105 0.9941 -0.9698 -0.28 0.14 -0.09 0.06
H 4.1325 1.3953 -1.8860 0.09 0.12 0.30 0.11
N 1.9767 -2.0707 2.6090 0.54 0.32 0.58 0.17
C 2.9253 -2.5761 3.4463 -0.34 -1.90 -0.81 -0.69
N 3.2421 -1.7657 4.4720 0.62 0.61 0.72 0.16
O 3.4064 -3.7102 3.3218 -0.23 0.90 -0.02 -0.01
H 1.6692 -2.6198 1.8313 -0.10 0.11 -0.05 0.08
H 1.6476 -1.1407 2.8309 -0.27 -0.25 -0.56 0.03
H 3.9592 -2.1103 5.0849 -0.09 0.15 0.08 0.11
H 2.8207 -0.8581 4.5978 -0.02 -0.10 0.02 0.07
N 0.0047 -0.2259 -0.8340 0.47 -0.05 -0.33 0.20
C 0.5724 0.0138 0.3684 -1.23 0.17 -0.32 -0.63
N -0.2107 -0.4820 1.3843 0.45 0.52 0.49 0.17
O 1.5900 0.6918 0.5284 0.17 -0.20 0.28 -0.02
H -0.8578 -0.7391 -0.8932 -0.03 -0.12 -0.13 0.07
H 0.3978 0.1663 -1.6829 0.16 0.15 0.15 0.06
H -0.0215 -0.2085 2.3467 0.33 -0.65 -0.50 0.05
H -0.7868 -1.2787 1.1929 -0.27 -0.02 0.08 0.07
C -6.0832 1.3919 -1.9638 0.57 0.18 -0.77 -0.10
C -5.4242 2.6685 -2.5107 -0.46 -0.08 0.94 -0.25
C -3.9707 2.8375 -1.9942 -0.62 0.79 -0.53 -0.17
C -3.9530 3.0747 -0.5466 -0.29 -0.46 -0.02 -0.22
N -4.0421 3.2448 0.5867 0.25 0.04 -0.11 0.16
H -7.0219 1.2158 -2.4883 -0.24 0.12 0.40 0.07
H -6.1889 1.4205 -0.8812 -0.18 -0.14 -0.02 0.07
H -5.4460 0.5535 -2.2615 0.02 -0.13 0.31 0.07
H -5.9630 3.5536 -2.1636 -0.15 -0.06 0.01 0.11
H -5.5480 2.6744 -3.5931 0.71 0.02 -0.09 0.10
H -3.5812 3.7646 -2.4191 0.32 -0.17 -0.23 0.12
H -3.3410 2.0012 -2.2770 0.20 -0.09 0.11 0.11
C 1.5228 3.9404 2.0392 0.81 0.31 0.65 -0.11
C 1.3112 3.8207 0.5570 0.08 -0.19 -0.54 -0.27
C 1.0794 5.1545 -0.1684 0.08 0.36 0.17 -0.18
C 0.0094 5.9934 0.3732 0.26 -0.05 0.38 -0.24
N -0.7951 6.6763 0.8229 -0.22 0.04 0.01 0.14
H 0.6619 4.3724 2.5513 0.08 0.00 0.09 0.07
H 2.4251 4.5245 2.2520 -0.27 0.43 -0.06 0.08
H 1.8030 2.9876 2.4946 -0.48 -0.22 -0.18 0.05
H 0.5095 3.1098 0.3823 -0.10 -0.07 -0.37 0.10
H 2.2403 3.4319 0.1345 -0.22 -0.30 -0.14 0.10
H 0.8553 5.1049 -1.2363 0.24 -0.58 0.00 0.12
H 2.0215 5.7008 -0.0731 -0.14 0.27 -0.06 0.12
C 1.7439 -3.2582 -2.0120 -0.16 -1.03 -0.45 -0.11
C 3.0299 -3.2990 -1.1541 -2.49 -1.25 0.02 -0.23
C 3.6385 -1.9339 -0.9466 1.32 0.24 -0.43 -0.19
C 5.0900 -2.0007 -0.7582 0.17 -0.21 0.51 -0.24
N 6.2297 -2.0753 -0.6407 0.04 0.07 -0.04 0.13
H 1.8808 -2.9683 -3.0562 0.12 0.76 0.23 0.07
H 0.8914 -2.7737 -1.5364 0.31 0.63 -0.16 0.03
H 1.3543 -4.2709 -2.1785 0.27 -0.24 0.38 0.07
H 3.6122 -4.1502 -1.5050 0.86 0.74 -0.38 0.12
H 2.6443 -3.7394 -0.2274 0.43 0.48 0.48 0.09
H 3.2103 -1.3683 -0.1177 -0.18 -0.13 -0.01 0.10
H 3.5898 -1.2969 -1.8359 -0.65 -0.17 -0.03 0.10
```
Positions in Å, forces in eV/Å.

Summary:
Maximum force ... 2.79 eV/A
Total energy ... -72431.9535 eV
HOMO level ... -9.23 eV
Multiplicity ... 1
SMILES string ... NC(N)=O.NC(N)=O.NC(N)=O.NC(N)=O.NC(N)=O.NC(N)=O.NC(N)=O.NC(N)=O.NC(N)=O.CCCC#N.CCCC#N.CCCC#N

---

We obtain energy relative to the best compared isomer or geometry (same formula, charge and spin) values of 79.31, 110.47, 0.00 kcal per mole for the records listed above, in that order.